Entry 1:
109
Properties=species:S:1:pos:R:3:forces:R:3:mulliken_charge:R:1 method="wB97M-V/def2-TZVPD" charge=-1
P -0.26667 0.52110 0.10546 1.203 0.233 -1.266 2.0443
F -1.76988 0.31392 -0.43063 -0.211 0.222 0.496 -0.6429
F -0.56071 -0.23967 1.49677 -0.094 -0.015 0.164 -0.1807
F 0.12932 -0.89778 -0.56810 0.213 0.013 0.240 -0.3612
F 1.28457 0.81213 0.51306 -0.250 -0.606 0.339 0.1172
F 0.08854 1.27816 -1.30575 -0.252 0.084 -0.002 -0.3821
F -0.64240 1.93843 0.79325 -0.409 -0.185 -0.301 -0.0933
C -3.70253 0.55357 3.13135 0.005 0.306 0.939 0.6108
O -3.20452 -0.48035 3.58088 0.098 -0.077 -0.226 -0.6395
N -4.98547 0.91016 3.46010 0.488 -0.036 -0.562 -0.4370
N -2.99567 1.43417 2.38249 -0.305 -0.422 -0.136 0.3152
H -5.47847 0.30302 4.08483 -0.173 0.031 -0.068 0.2480
H -5.36942 1.77333 3.12522 -0.237 -0.033 0.176 0.1567
H -1.99634 1.35165 2.45598 -0.018 0.151 -0.328 -0.6853
H -3.36029 2.33126 2.11410 0.042 0.092 0.136 0.2560
C 1.67969 4.63166 -0.73283 0.389 0.482 -0.091 0.4010
O 2.05398 5.78702 -0.64834 -0.091 0.023 -0.033 -0.6989
N 0.35366 4.26051 -0.77867 -0.298 -0.509 -0.105 -0.1255
N 2.54609 3.57807 -0.85879 -0.884 -0.107 0.063 -0.2797
H 0.13581 3.32466 -0.46534 -0.056 0.147 -0.019 -0.3835
H -0.35520 4.94518 -0.58019 0.305 0.277 0.217 0.2055
H 3.52479 3.75808 -0.75918 0.059 -0.075 0.023 0.2091
H 2.14201 2.65324 -0.84725 0.529 -0.123 -0.019 0.1609
C 0.78917 0.71030 5.20251 -0.046 -0.060 0.355 0.7110
O 1.37789 1.57021 4.55152 -0.342 -0.114 -0.156 -0.8287
N 1.07652 0.50161 6.52077 0.001 0.049 -0.095 -0.4749
N -0.24524 -0.03010 4.72075 -0.507 -0.060 -0.169 0.1995
H 1.88456 0.96668 6.89211 0.115 -0.081 -0.087 0.2727
H 0.64671 -0.23046 7.05374 0.066 -0.040 -0.024 0.1407
H -0.66083 0.12127 3.81675 0.407 0.164 -0.167 -0.4120
H -0.68469 -0.78753 5.21243 0.144 0.147 0.305 0.1889
C 4.59128 0.73248 3.10439 -0.278 -0.705 0.798 0.4733
O 4.60553 0.45398 4.29147 -0.082 0.098 -0.158 -0.6321
N 3.51215 1.23272 2.43158 0.779 0.297 -0.628 0.0227
N 5.68363 0.44296 2.30771 -0.448 0.488 0.078 -0.4173
H 2.60750 1.37218 2.85811 0.325 0.097 0.360 -0.0744
H 3.76280 1.75291 1.60825 -0.614 0.014 -0.134 0.1236
H 5.68390 0.66426 1.33048 0.224 -0.260 -0.041 0.1646
H 6.42112 -0.06282 2.75726 0.177 0.065 -0.143 0.2124
C -2.95666 3.27719 -3.17965 -0.787 0.201 -0.747 0.5451
O -3.89952 2.72057 -3.72388 0.107 -0.115 0.515 -0.6692
N -2.50790 4.49254 -3.65723 0.309 -0.514 0.496 -0.3443
N -2.29274 2.81622 -2.08372 0.290 0.552 -0.129 -0.0167
H -1.67344 4.90738 -3.28592 -0.096 0.304 -0.103 0.1436
H -3.05715 4.93354 -4.36782 0.147 -0.010 -0.147 0.2190
H -1.37310 3.19799 -1.93664 0.032 -0.251 0.317 0.1875
H -2.54117 1.95551 -1.63212 0.014 -0.140 -0.231 -0.0622
C 2.21608 -2.38653 3.19908 0.512 -0.288 -0.073 0.3968
O 3.16964 -2.74526 3.86679 0.005 0.097 0.155 -0.7069
N 0.92555 -2.70749 3.54971 0.026 -0.066 -0.359 -0.3535
N 2.33563 -1.69994 2.02908 -0.498 -0.645 0.738 0.0635
H 0.17249 -2.40260 2.96155 -0.180 0.114 0.288 0.0739
H 0.77373 -2.94365 4.51010 -0.105 -0.105 -0.009 0.2282
H 3.26297 -1.52196 1.69900 -0.060 0.244 -0.142 0.0385
H 1.49624 -1.42837 1.55403 0.314 0.382 -0.412 -0.1529
C -1.66111 3.73059 3.96823 -0.346 -0.370 -0.082 0.5298
O -2.35237 4.67755 3.61634 0.017 -0.048 -0.058 -0.7178
N -0.60755 3.24584 3.24413 -0.525 0.147 0.716 0.0296
N -1.97370 2.98735 5.08854 0.555 0.437 -0.432 -0.3065
H -0.35366 3.78387 2.43605 0.265 -0.032 0.062 0.0551
H 0.03924 2.60618 3.69841 0.376 0.254 -0.398 0.0110
H -2.84414 3.19778 5.53447 0.020 -0.083 0.171 0.2042
H -1.42148 2.18155 5.32155 -0.292 -0.117 0.181 0.1602
C -0.49491 1.17510 -4.95691 0.645 -0.456 1.325 -0.2801
C -1.20312 0.07622 -4.12557 0.398 0.935 0.133 0.6462
O -1.99387 -0.65018 -5.06647 -0.136 -0.711 -0.653 -0.2992
S -1.69044 -0.19622 -6.57279 -0.055 0.525 0.623 1.0385
O -2.87915 -0.09301 -7.33031 -0.338 -0.089 0.154 -0.6035
O -0.59389 -0.92532 -7.10290 0.203 0.095 0.177 -0.5399
O -1.27186 1.28434 -6.12727 0.192 0.163 -0.860 -0.3966
H 0.54414 0.89563 -5.15295 -0.170 -0.206 -0.422 0.3412
H -0.43145 2.09975 -4.38547 -0.522 0.234 -0.383 0.2171
H -1.89404 0.50834 -3.40680 -0.040 -0.039 -0.008 0.1032
H -0.44237 -0.52345 -3.63314 -0.242 -0.375 -0.071 -0.2168
C -0.81621 -3.87535 -2.59643 -0.359 -0.250 -0.158 0.6201
C -1.82153 -3.55062 -3.70951 -0.610 0.651 -0.505 -0.2419
O -1.09965 -3.57383 -4.95611 0.336 -0.420 -0.173 -0.3903
S 0.46853 -3.50561 -4.73479 -0.203 0.158 1.100 0.9359
O 0.90125 -2.15390 -4.66700 -0.043 0.137 -0.218 -0.3281
O 1.13650 -4.43131 -5.56772 -0.096 -0.137 -0.174 -0.6452
O 0.44747 -4.07611 -3.22714 0.231 -0.128 -0.622 -0.4657
H -1.12025 -4.82351 -2.16451 0.249 0.108 0.394 0.3161
H -0.72795 -3.08249 -1.85617 -0.031 -0.020 0.042 -0.3356
H -2.30400 -2.57426 -3.66172 0.284 0.082 0.365 0.1891
H -2.63742 -4.26699 -3.78181 0.275 -0.271 -0.017 0.3503
C -2.82482 -2.93105 1.63597 -1.127 1.228 1.028 0.5412
C -3.17566 -2.13673 0.39245 1.172 -0.233 -0.383 0.6832
O -4.09092 -2.97152 -0.33168 -0.647 -0.341 0.324 -0.3979
S -3.93196 -4.51132 0.06214 0.538 0.970 -0.038 1.1152
O -3.29279 -5.15456 -1.03164 0.065 -0.403 0.059 -0.5296
O -5.13918 -5.01869 0.59611 -0.309 -0.098 -0.028 -0.5976
O -2.88231 -4.29710 1.24768 0.280 -0.403 -0.395 -0.3721
H -3.55820 -2.71485 2.42160 -0.138 -0.353 -0.144 0.3497
H -1.88981 -2.64045 2.10339 0.383 -0.402 -0.496 -0.4190
H -2.28819 -2.02300 -0.23270 -0.059 0.139 -0.014 -0.5486
H -3.60327 -1.15771 0.57282 -0.214 -0.093 0.111 0.1410
C 3.60269 -1.26903 -1.03209 -0.781 0.201 -0.453 0.5705
C 4.78966 -2.13624 -1.38532 0.786 0.216 -0.352 -0.5989
C 5.16115 -1.47738 -2.72309 -0.542 0.391 0.350 -0.5691
O 3.92357 -1.19595 -3.37862 0.098 0.340 -0.036 -0.4894
C 2.88537 -1.15899 -2.38476 0.975 -0.770 0.419 0.2577
H 3.96513 -0.28937 -0.70516 -0.090 0.018 0.061 0.0109
H 2.85087 -1.61777 -0.33278 0.352 -0.284 0.268 -0.2750
H 4.58737 -3.19637 -1.53737 -0.289 0.026 0.175 0.3266
H 5.62512 -2.01901 -0.69137 -0.091 -0.213 0.108 0.3342
H 5.78521 -2.06835 -3.38751 0.061 -0.022 -0.007 0.3541
H 5.63223 -0.51353 -2.48175 0.352 -0.126 -0.227 0.2534
H 2.35147 -2.09808 -2.53085 -0.710 0.359 0.044 -0.0981
H 2.26280 -0.26823 -2.42029 -0.106 -0.053 -0.467 -0.0979

Entry 2:
37
Properties=species:S:1:pos:R:3:forces:R:3:nbo_charge:R:1 method="wB97M-V/def2-TZVPD" smiles="CCCCCOC[C@@H](O)CCC(=O)NN"
C 4.25806 0.40893 -3.55237 -0.456 -3.072 -2.557 -0.6127
C 3.18845 0.99481 -2.55558 4.182 -0.502 -0.081 -0.4163
C 3.27330 0.18955 -1.16685 3.332 1.862 -3.668 -0.4133
C 2.43462 0.92666 -0.21632 -0.029 1.765 1.495 -0.4484
C 0.88126 0.67189 -0.61268 3.231 1.907 8.488 -0.0941
O 0.75983 -0.65881 -0.51827 -0.676 -3.995 -1.063 -0.5462
C 0.72664 -1.20219 0.76804 -10.397 -5.827 -6.508 -0.0145
C -0.71497 -1.23561 1.43326 4.983 2.704 3.361 0.0799
C -1.86034 -1.25027 0.45848 -0.436 -0.869 7.701 -0.4559
H -1.76122 -1.96144 -0.17601 1.323 -4.667 -4.463 0.2213
H -1.76252 -0.38643 0.05811 -0.102 5.829 -3.280 0.2221
C -3.15775 -1.51884 1.14545 1.746 6.833 2.448 -0.3589
C -3.82144 -0.06121 1.76957 11.399 -6.377 10.336 0.6599
O -3.19840 0.22265 3.06454 -3.613 -0.285 -6.470 -0.7863
N -4.74618 0.47030 1.22543 -1.241 9.209 15.264 -0.3912
H -4.94359 0.38932 0.44785 -4.774 -1.981 -17.538 0.3493
N -5.20926 1.95011 1.75867 -0.645 -3.640 2.094 -0.6444
H -4.35193 2.26824 2.37921 -2.087 -1.379 -1.155 0.4090
H -6.03960 1.53807 2.46291 3.056 1.879 -1.958 0.3782
H -3.89683 -1.63718 0.56031 -4.944 -2.080 -5.070 0.1743
H -3.14862 -2.23595 1.86334 0.156 -1.744 2.390 0.2238
O -0.38269 0.09917 2.30792 -5.337 -1.411 0.123 -0.8220
H -1.32872 0.16985 2.81126 2.747 0.394 -1.253 0.5082
H -0.68249 -1.89705 2.36356 -0.457 -0.014 -1.931 0.2100
H 1.41859 -1.40940 1.34601 7.432 0.362 5.595 0.1745
H 0.62809 -2.49984 0.58306 0.490 2.737 -0.609 0.1363
H 0.62528 1.16466 -1.48625 -0.856 0.458 -1.640 0.1961
H 0.43696 0.95806 0.45059 -0.242 1.206 -2.732 0.2203
H 2.89456 0.64105 0.79573 -2.059 -0.009 -0.626 0.2164
H 2.62419 2.07557 -0.15423 -0.079 -1.811 -0.782 0.2049
H 4.43608 0.17276 -0.89274 -2.424 0.166 -0.405 0.1952
H 3.06627 -0.81834 -1.51524 -0.628 -0.303 0.986 0.2270
H 3.58421 2.02518 -2.43872 -0.709 -0.277 0.427 0.1929
H 2.28000 1.03700 -3.10225 -1.166 -0.177 0.052 0.1990
H 4.22328 0.92942 -4.64007 0.437 -0.891 2.707 0.2135
H 5.33945 0.26757 -3.12880 -2.054 0.692 -0.833 0.2141
H 3.92741 -0.79827 -3.89693 0.898 3.306 1.155 0.1777

Entry 3:
7
Properties=species:S:1:pos:R:3:forces:R:3:nbo_charge:R:1 method="wB97M-V/def2-TZVPD" smiles=C#CC#N.N#N
C -1.50514 0.13037 0.29978 -3.784 -1.477 0.006 -0.1375
C -2.86700 -0.27143 0.15509 0.295 0.924 -1.250 0.2204
C -0.34350 0.32016 0.21198 2.632 2.367 0.508 -0.0996
N -3.93159 -0.39145 -0.29907 1.209 -0.202 1.114 -0.2377
N 0.20686 -2.23781 -0.31492 0.074 -4.031 1.465 -0.0135
N 0.14637 -3.24382 0.16564 0.159 3.493 -1.614 0.0118
H 0.59117 0.88856 0.26954 -0.585 -1.075 -0.229 0.2560

Number 1: lowest unoccupied orbital energy 0.066 hartree, gap between HOMO and LUMO 9.4 eV, electronic energy -138333.6018 eV. Number 2: lowest unoccupied orbital energy 0.015 hartree, gap between HOMO and LUMO 9.2 eV, electronic energy -19836.3538 eV. Number 3: lowest unoccupied orbital energy 0.013 hartree, gap between HOMO and LUMO 11.5 eV, electronic energy -7595.1426 eV.